The following is a quantum chemistry calculation of a molecular structure, C41H55N2O3SSr, from OMol25.

Structure (XYZ):
```
103
Properties=species:S:1:pos:R:3:lowdin_charge:R:1
Sr 0.96 0.67 -0.72 1.417
C -0.91 -3.07 6.01 -0.098
O -0.01 -2.55 5.08 -0.120
C 0.15 -3.22 3.88 -0.196
C -0.23 -4.54 3.70 -0.044
C -0.07 -5.19 2.48 -0.109
C 0.51 -4.51 1.42 -0.102
C 0.90 -3.20 1.57 -0.019
C 0.73 -2.51 2.79 -0.175
N 1.09 -1.20 2.83 0.071
C 1.20 -0.33 3.87 -0.039
C 1.45 1.04 3.70 -0.155
C 1.50 1.86 4.86 -0.068
C 1.67 3.22 4.78 -0.136
C 1.81 3.84 3.54 -0.117
C 1.81 3.06 2.39 -0.034
C 1.64 1.68 2.42 -0.351
O 1.65 1.00 1.30 -0.550
H -0.96 -2.34 6.82 0.093
H -0.58 -4.03 6.43 0.086
H -1.91 -3.20 5.58 0.099
H -0.69 -5.08 4.52 0.098
H -0.38 -6.21 2.38 0.092
H 0.65 -5.01 0.47 0.102
H 1.35 -2.66 0.75 0.102
H 1.28 -0.77 1.93 0.065
H 1.06 -0.72 4.86 0.108
H 1.38 1.38 5.82 0.100
H 1.69 3.82 5.69 0.088
H 1.92 4.91 3.47 0.089
H 1.91 3.53 1.42 0.108
O 2.68 -0.68 -0.46 -0.701
S 3.40 -0.37 0.80 0.953
C 4.92 -1.45 0.55 -0.274
C 6.08 -0.59 0.09 -0.245
C 5.46 0.66 -0.53 -0.239
C 4.40 1.12 0.44 -0.275
H 4.63 -2.18 -0.20 0.086
H 5.12 -1.96 1.50 0.078
H 6.72 -1.11 -0.62 0.107
H 6.70 -0.29 0.95 0.107
H 4.97 0.39 -1.47 0.115
H 6.21 1.43 -0.73 0.116
H 3.74 1.88 0.06 0.077
H 4.83 1.43 1.40 0.108
C 1.18 3.44 -4.48 -0.082
C 1.23 3.67 -2.96 -0.767
C 2.07 4.93 -2.66 -0.090
C -0.19 3.92 -2.45 -0.092
C 1.85 2.47 -2.31 -0.158
H 0.73 4.28 -5.00 0.068
H 0.58 2.55 -4.68 0.070
H 2.18 3.27 -4.88 0.069
H 1.60 5.81 -3.08 0.066
H 3.08 4.84 -3.07 0.067
H 2.16 5.06 -1.58 0.065
H -0.62 4.80 -2.93 0.070
H -0.17 4.10 -1.37 0.070
H -0.82 3.06 -2.65 0.071
H 2.85 2.35 -2.74 -0.025
C -3.91 -1.07 -5.42 -0.067
C -2.58 -0.93 -4.72 -0.303
C -1.40 -1.07 -5.43 -0.060
C -0.19 -0.92 -4.76 -0.300
C 1.12 -1.08 -5.48 -0.056
C -0.19 -0.66 -3.42 -0.039
C -1.36 -0.51 -2.63 -0.318
C -2.57 -0.66 -3.36 -0.019
N -1.18 -0.25 -1.32 -0.119
C -2.26 -0.32 -0.35 -0.479
C -1.63 -0.23 1.05 -0.110
C -2.68 -0.30 2.15 -0.280
C -3.68 0.84 2.00 -0.122
C -4.33 0.76 0.62 -0.296
C -5.06 -0.58 0.48 -0.124
C -4.08 -1.73 0.68 -0.292
C -3.44 -1.63 2.06 -0.122
C -3.00 -1.68 -0.39 -0.078
C -3.25 0.85 -0.46 -0.077
H -3.76 -1.28 -6.48 0.063
H -4.49 -0.15 -5.32 0.073
H -4.49 -1.89 -4.99 0.072
H -1.42 -1.29 -6.49 0.094
H 0.97 -1.21 -6.55 0.065
H 1.66 -1.95 -5.10 0.075
H 1.75 -0.21 -5.32 0.072
H 0.77 -0.59 -2.90 0.070
H -3.53 -0.54 -2.88 0.086
H -1.08 0.71 1.14 0.106
H -0.93 -1.06 1.17 0.102
H -2.19 -0.22 3.13 0.138
H -3.18 1.80 2.12 0.119
H -4.46 0.77 2.77 0.115
H -5.04 1.58 0.49 0.135
H -5.53 -0.65 -0.50 0.117
H -5.86 -0.64 1.24 0.112
H -4.62 -2.69 0.60 0.135
H -2.75 -2.47 2.23 0.114
H -4.22 -1.67 2.83 0.114
H -3.43 -1.86 -1.38 0.102
H -2.26 -2.47 -0.22 0.127
H -2.68 1.79 -0.36 0.125
H -3.72 0.86 -1.45 0.107
```

Properties
LUMO (alpha / beta) ... 2.28 / 2.29 eV
Net charge ... -1
Orbital gap (alpha / beta) ... 5.55 / 5.29 eV

---

The following is a quantum chemistry calculation of 7 unconnected molecules or ions with the total composition C41H56IN7O4P, from OMol25.

Structure (XYZ):
```
110
Properties=species:S:1:pos:R:3:lowdin_charge:R:1
C 4.29 -0.88 2.10 -0.110
C 3.52 0.22 1.15 -0.262
O 2.08 0.37 1.43 -0.267
C 1.28 -0.71 0.84 -0.373
P 0.61 -0.30 -0.94 0.318
I -0.67 -2.45 -0.99 0.462
C 1.99 -1.30 -1.81 -0.402
O 1.54 -1.83 -3.13 -0.374
C 2.55 -2.85 -3.54 -0.149
O -0.18 -0.07 -2.51 -0.512
C -0.20 1.38 -2.90 -0.181
C 0.90 2.23 -2.04 -0.318
C 2.16 2.95 -2.79 -0.150
C 2.98 1.91 -3.80 -0.190
C 4.24 2.63 -4.59 -0.188
C 5.67 1.83 -4.24 -0.284
N 6.57 1.71 -5.48 -0.089
O 1.40 1.29 -1.02 -0.327
H 4.91 -0.25 2.90 0.050
H 5.13 -1.38 1.41 0.080
H 3.60 -1.69 2.58 0.080
H 4.00 1.30 1.32 0.130
H 3.71 -0.03 0.01 0.104
H 1.83 -1.75 0.89 0.074
H 0.30 -0.80 1.51 0.093
H -0.65 0.27 -0.44 0.018
H 2.99 -0.72 -1.99 0.079
H 2.27 -2.27 -1.18 0.072
H 2.64 -3.73 -2.76 0.092
H 3.59 -2.30 -3.63 0.088
H 2.32 -3.35 -4.58 0.088
H -0.23 1.62 -4.06 0.121
H -1.22 1.86 -2.55 0.093
H 0.33 3.11 -1.53 0.133
H 1.88 3.97 -3.30 0.106
H 2.95 3.24 -1.94 0.124
H 2.24 1.39 -4.54 0.116
H 3.46 1.09 -3.10 0.088
H 4.35 3.77 -4.32 0.103
H 4.08 2.48 -5.75 0.103
H 5.47 0.71 -3.88 0.107
H 6.26 2.35 -3.36 0.114
H 6.13 0.89 -6.00 0.067
H 7.50 1.36 -5.16 0.051
N -4.24 1.35 -1.44 0.081
C -4.17 1.09 -2.77 -0.157
C -5.12 1.49 -3.69 -0.094
C -6.22 2.21 -3.22 -0.090
C -6.32 2.49 -1.86 -0.086
C -5.31 2.05 -1.02 -0.147
H -3.29 0.53 -3.08 0.101
H -5.02 1.26 -4.74 0.097
H -6.99 2.54 -3.91 0.098
H -7.17 3.05 -1.47 0.094
H -5.34 2.25 0.05 0.074
N 5.47 0.14 5.23 0.055
C 4.42 -0.32 5.95 -0.138
C 3.79 0.40 6.95 -0.072
C 4.26 1.67 7.24 -0.085
C 5.34 2.18 6.53 -0.105
C 5.90 1.38 5.54 -0.149
H 4.09 -1.32 5.68 0.107
H 2.95 -0.03 7.49 0.102
H 3.79 2.26 8.02 0.105
H 5.73 3.17 6.73 0.095
H 6.74 1.74 4.95 0.105
N -6.62 2.90 2.16 0.059
C -7.67 2.43 2.88 -0.142
C -8.30 3.15 3.88 -0.082
C -7.82 4.42 4.17 -0.087
C -6.74 4.93 3.46 -0.080
C -6.18 4.14 2.47 -0.143
H -8.00 1.43 2.62 0.105
H -9.14 2.73 4.42 0.099
H -8.29 5.02 4.95 0.102
H -6.35 5.92 3.66 0.100
H -5.34 4.49 1.88 0.106
N -6.17 -2.74 -4.71 0.054
C -5.07 -1.96 -4.71 -0.131
C -4.11 -1.97 -5.72 -0.059
C -4.29 -2.84 -6.79 -0.078
C -5.42 -3.66 -6.81 -0.080
C -6.32 -3.57 -5.76 -0.166
H -4.97 -1.30 -3.85 0.089
H -3.25 -1.32 -5.66 0.108
H -3.57 -2.88 -7.59 0.104
H -5.59 -4.35 -7.63 0.098
H -7.21 -4.19 -5.74 0.086
N 8.46 -0.08 9.65 0.056
C 7.81 0.82 8.89 -0.138
C 8.29 2.09 8.61 -0.073
C 9.52 2.46 9.16 -0.083
C 10.21 1.56 9.95 -0.085
C 9.65 0.31 10.16 -0.157
H 6.85 0.49 8.49 0.095
H 7.72 2.78 7.99 0.083
H 9.93 3.45 8.96 0.103
H 11.17 1.81 10.39 0.098
H 10.16 -0.44 10.77 0.099
N -7.63 -8.28 -2.45 0.040
C -8.28 -7.37 -3.21 -0.163
C -7.80 -6.10 -3.49 -0.084
C -6.57 -5.73 -2.94 -0.071
C -5.88 -6.64 -2.15 -0.067
C -6.44 -7.89 -1.94 -0.158
H -9.24 -7.71 -3.61 0.095
H -8.37 -5.42 -4.11 0.090
H -6.16 -4.75 -3.14 0.087
H -4.92 -6.38 -1.71 0.107
H -5.93 -8.63 -1.33 0.098
```

Properties
LUMO ... 1.98 eV
Net charge ... -1
Orbital gap ... 6.51 eV

---

The following is a quantum chemistry calculation of a molecular structure, C41H56N6O3SSr, from OMol25.

Structure (XYZ):
```
108
Properties=species:S:1:pos:R:3:lowdin_charge:R:1
Sr 1.95 0.11 -0.26 1.289
C 4.19 2.44 -0.36 -0.196
C 3.46 2.87 0.91 -0.201
N 2.07 2.43 0.97 -0.134
C 1.53 2.35 2.32 -0.176
C 2.15 1.20 3.08 -0.276
C 2.39 1.26 4.45 -0.009
C 3.00 0.19 5.07 -0.044
C 3.39 -0.91 4.31 -0.014
C 3.13 -0.90 2.95 -0.255
C 3.52 -2.07 2.07 -0.144
N 3.77 -1.74 0.68 -0.103
C 5.10 -1.21 0.39 -0.190
C 5.20 0.31 0.51 -0.211
N 4.37 0.99 -0.50 -0.152
N 2.51 0.13 2.37 0.071
H 5.16 2.97 -0.37 0.122
H 3.62 2.78 -1.23 0.125
H 3.53 3.96 0.99 0.128
H 3.98 2.46 1.78 0.110
H 1.45 2.93 0.34 0.092
H 0.46 2.19 2.26 0.084
H 1.67 3.28 2.89 0.129
H 2.11 2.15 5.01 0.116
H 3.20 0.21 6.13 0.111
H 3.91 -1.75 4.76 0.115
H 2.69 -2.79 2.10 0.140
H 4.38 -2.57 2.54 0.122
H 3.61 -2.56 0.09 0.081
H 5.37 -1.51 -0.63 0.116
H 5.86 -1.63 1.06 0.122
H 6.25 0.62 0.45 0.126
H 4.84 0.61 1.49 0.097
H 4.74 0.79 -1.42 0.126
O -0.91 2.91 -0.25 -0.044
C -1.14 2.87 -1.67 -0.321
C -0.20 1.82 -2.38 -0.609
O -0.57 1.35 -3.44 0.048
O 0.91 1.62 -1.77 -0.224
C -0.72 4.21 -2.24 -0.158
C 0.00 5.13 -1.48 -0.022
C 0.41 6.34 -2.03 -0.088
C 0.10 6.64 -3.35 -0.101
C -0.61 5.72 -4.12 -0.075
C -1.02 4.52 -3.56 -0.016
C -2.62 2.58 -1.90 -0.138
C -3.09 1.31 -2.20 -0.021
C -4.45 1.07 -2.34 -0.086
C -5.36 2.10 -2.18 -0.102
C -4.90 3.37 -1.87 -0.082
C -3.55 3.61 -1.73 -0.028
H -1.22 2.05 0.09 0.004
H 0.22 4.90 -0.44 0.103
H 0.96 7.05 -1.43 0.096
H 0.42 7.58 -3.79 0.096
H -0.85 5.94 -5.15 0.101
H -1.56 3.79 -4.16 0.128
H -2.38 0.51 -2.37 0.109
H -4.79 0.07 -2.59 0.100
H -6.42 1.91 -2.29 0.097
H -5.61 4.19 -1.74 0.100
H -3.19 4.61 -1.50 0.124
C -3.77 2.05 1.98 -0.097
C -4.43 0.79 1.44 -0.257
C -4.56 -0.32 2.48 -0.195
C -3.23 -0.98 2.82 -0.200
N -2.68 -1.73 1.69 0.023
C -1.65 -1.38 0.91 -0.748
S -0.68 -0.03 1.28 0.713
N -1.41 -2.12 -0.18 0.032
C -2.20 -3.28 -0.58 -0.188
C -1.94 -4.53 0.24 -0.201
C -2.82 -5.70 -0.19 -0.256
C -4.29 -5.52 0.20 -0.110
H -3.72 2.82 1.21 0.065
H -2.74 1.86 2.30 0.040
H -4.32 2.45 2.83 0.076
H -3.87 0.43 0.58 0.086
H -5.43 1.04 1.07 0.107
H -5.25 -1.09 2.12 0.109
H -4.99 0.08 3.40 0.114
H -3.35 -1.67 3.65 0.119
H -2.48 -0.24 3.11 0.071
H -3.25 -2.50 1.38 0.115
H -0.58 -1.89 -0.71 0.081
H -1.98 -3.46 -1.63 0.129
H -3.26 -3.00 -0.56 0.114
H -2.10 -4.33 1.30 0.109
H -0.88 -4.80 0.14 0.095
H -2.44 -6.62 0.26 0.107
H -2.74 -5.84 -1.27 0.112
H -4.39 -5.35 1.27 0.074
H -4.88 -6.41 -0.05 0.071
H -4.75 -4.68 -0.32 0.065
C 1.49 -1.71 -2.30 -0.200
C 2.06 -2.98 -2.02 -0.377
C 1.32 -4.11 -1.55 -0.082
C 1.92 -5.29 -1.17 -0.124
C 3.30 -5.46 -1.23 -0.143
C 4.05 -4.41 -1.75 -0.135
C 3.46 -3.22 -2.14 -0.121
H 2.10 -1.08 -2.95 0.033
H 0.44 -1.65 -2.58 0.028
H 0.24 -4.03 -1.56 0.069
H 1.29 -6.11 -0.83 0.092
H 3.76 -6.39 -0.93 0.081
H 5.12 -4.53 -1.88 0.096
H 4.08 -2.44 -2.59 0.100
```

Properties
LUMO ... 0.20 eV
Net charge ... 0
Orbital gap ... 5.88 eV

---

| no. | DFT total energy (Ha) |
| --- | --- |
| 1 | -2359.43107 |
| 2 | -2918.96707 |
| 3 | -2579.22750 |